{
  "formula": "C16H45B3INO8P2",
  "method": "wB97M-V/def2-TZVPD",
  "species": ["N", "P", "B", "O", "B", "I", "O", "B", "P", "O", "O", "H", "H", "H", "H", "H", "C", "C", "O", "C", "C", "H", "H", "H", "H", "H", "H", "H", "H", "H", "H", "C", "C", "O", "C", "C", "H", "H", "H", "H", "H", "H", "H", "H", "H", "H", "C", "C", "O", "C", "C", "H", "H", "H", "H", "H", "H", "H", "H", "H", "H", "C", "C", "O", "C", "C", "H", "H", "H", "H", "H", "H", "H", "H", "H", "H"],
  "coordinates": [[-0.8950, 6.8561, 0.6187], [-1.7847, 7.1958, -0.6836], [-3.2354, 5.9119, -0.7036], [-3.1855, 4.7088, 0.0284], [-4.3284, 4.6549, 0.8416], [-4.1105, 4.0066, 2.9187], [-5.6061, 5.0446, 0.3810], [-5.4158, 6.2179, -0.3762], [-6.2968, 7.9011, -0.0539], [-6.1851, 8.8078, -1.2718], [-4.4540, 6.1344, -1.4012], [0.0543, 6.6993, 0.3030], [-2.3613, 8.4894, -0.5482], [-1.0667, 7.1822, -1.9101], [-7.6391, 7.7453, 0.3741], [-5.6078, 8.4851, 1.0549], [3.2973, 3.5511, -1.1956], [1.9333, 4.2085, -1.3106], [1.9788, 5.5467, -1.7814], [2.5413, 5.7400, -3.0673], [1.8105, 4.9996, -4.1741], [3.9449, 4.1312, -0.5364], [3.1962, 2.5440, -0.7897], [3.7967, 3.4712, -2.1623], [1.4754, 4.2575, -0.3221], [1.2626, 3.6078, -1.9350], [3.6046, 5.4792, -3.0591], [2.4869, 6.8126, -3.2568], [1.8421, 3.9183, -4.0347], [2.2635, 5.2245, -5.1404], [0.7607, 5.2977, -4.2042], [-0.0906, 0.5549, -2.9804], [-0.6804, -0.2178, -1.8129], [-0.7274, 0.5202, -0.6056], [-1.4983, 1.7082, -0.6345], [-2.9634, 1.4844, -0.9677], [0.9175, 0.8971, -2.7395], [-0.0429, -0.0789, -3.8668], [-0.6862, 1.4341, -3.2318], [-0.0537, -1.0868, -1.6087], [-1.6748, -0.6038, -2.0622], [-1.0486, 2.4347, -1.3210], [-1.4202, 2.1390, 0.3641], [-3.1007, 1.0615, -1.9642], [-3.5009, 2.4301, -0.9318], [-3.4179, 0.7960, -0.2526], [0.5760, -3.5779, 0.4939], [0.3549, -4.3821, -0.7758], [1.5358, -4.6105, -1.5227], [2.5613, -5.3214, -0.8517], [2.1464, -6.7070, -0.3915], [1.0328, -2.6146, 0.2596], [-0.3745, -3.4003, 0.9991], [1.2344, -4.0933, 1.1951], [-0.3129, -3.8295, -1.4383], [-0.1441, -5.3313, -0.5528], [2.9438, -4.7315, -0.0119], [3.3799, -5.4086, -1.5671], [1.3338, -6.6704, 0.3342], [2.9882, -7.2154, 0.0798], [1.8072, -7.3054, -1.2392], [0.8236, -6.0873, 5.2768], [0.6020, -6.9152, 4.0226], [1.7832, -7.1550, 3.2789], [2.8138, -7.8559, 3.9518], [2.4072, -9.2407, 4.4244], [1.2789, -5.1283, 5.0244], [-0.1267, -5.9022, 5.7792], [1.4825, -6.5886, 5.9869], [-0.0659, -6.3742, 3.3513], [0.1042, -7.8608, 4.2622], [3.1998, -7.2569, 4.7835], [3.6279, -7.9478, 3.2321], [1.5975, -9.2039, 5.1543], [3.2550, -9.7428, 4.8921], [2.0655, -9.8451, 3.5826]],
  "mulliken_charge": [-0.7630, 0.2410, 0.3834, -0.1226, 0.2654, -0.0474, -0.3254, 0.3825, 0.2203, -0.6350, -0.1252, 0.2566, 0.0748, 0.0386, 0.0840, 0.0744, -1.3173, 0.1806, -0.4715, -0.3562, -0.9268, 0.3571, 0.4117, 0.2942, 0.3316, -0.0051, 0.3085, 0.3602, 0.2038, 0.3956, 0.2215, -1.0367, -0.0146, -0.4681, 0.2488, -0.9007, 0.1780, 0.4812, 0.2474, 0.0701, 0.2590, -0.1162, 0.3082, 0.3237, 0.1213, 0.2842, -0.9785, -0.4312, -0.4339, -0.3861, -0.7616, 0.3122, 0.3971, 0.2110, 0.3904, 0.3454, 0.2868, 0.3516, 0.0753, 0.3606, 0.2945, -1.0868, -0.3602, -0.3356, -0.3639, -1.0780, 0.2980, 0.3911, 0.2631, 0.3442, 0.3273, 0.3093, 0.3262, 0.2640, 0.3955, 0.2966],
  "gap_ev": 7.5,
  "lumo_energy_ev": -1.0,
  "largest_force_ha_per_bohr": 0.0644,
  "e_homo_ev": -8.52,
  "total_energy_ha": -2348.36277
}


{
  "formula": "C3H3ClN2",
  "method": "wB97M-V/def2-TZVPD",
  "species": ["C", "C", "C", "N", "N", "Cl", "H", "H", "H"],
  "coordinates": [[-0.7028, -0.3767, 1.0064], [-1.4606, -0.1463, -0.1117], [-1.2211, -2.0476, 0.1966], [-0.5284, -1.8067, 1.1969], [-1.7430, -1.4091, -0.7446], [2.4488, -0.5165, -0.6700], [-0.3114, 0.4509, 1.6298], [-1.9094, 0.7226, -0.6154], [2.6246, -1.6813, -0.6269]],
  "mulliken_spin": [0.5319, 0.4384, 1.1195, -0.1077, -0.0140, 0.0033, 0.0205, 0.0082, 0.0000],
  "s2": 2.012,
  "gap_ev": [9.1, 7.5],
  "lumo_energy_ev": [0.9, -3.0],
  "largest_force_ha_per_bohr": 0.1710,
  "e_homo_ev": [-8.23, -10.49],
  "multiplicity": 3,
  "total_energy_ha": -685.60738
}


{
  "formula": "C49H71IN5O2S",
  "method": "wB97M-V/def2-TZVPD",
  "species": ["C", "C", "N", "C", "C", "N", "S", "C", "N", "C", "C", "C", "C", "C", "C", "C", "C", "O", "C", "N", "N", "C", "C", "C", "I", "C", "C", "O", "H", "H", "H", "H", "H", "H", "H", "H", "H", "H", "H", "H", "H", "H", "H", "H", "H", "H", "H", "H", "H", "H", "H", "H", "H", "H", "H", "H", "H", "H", "H", "H", "H", "H", "H", "H", "H", "H", "H", "H", "H", "C", "C", "C", "C", "C", "C", "H", "H", "H", "H", "H", "H", "C", "C", "C", "C", "C", "C", "H", "H", "H", "H", "H", "H", "C", "C", "C", "C", "C", "C", "H", "H", "H", "H", "H", "H", "C", "C", "C", "C", "C", "C", "H", "H", "H", "H", "H", "H", "C", "C", "C", "C", "C", "C", "H", "H", "H", "H", "H", "H"],
  "coordinates": [[-3.5886, -2.2423, -1.6169], [-2.0652, -2.2448, -1.8343], [-1.2914, -2.3843, -0.5845], [-0.2109, -1.4184, -0.3919], [-0.0218, -1.0185, 1.0805], [-1.2820, -1.0507, 1.8378], [-2.4870, 0.0030, 1.1831], [-1.4854, -1.8421, 2.8669], [-0.4385, -2.4794, 3.4458], [0.4874, -1.7095, 4.3349], [1.9250, -1.6403, 3.8535], [2.7929, -0.8719, 4.8514], [4.1911, -0.5450, 4.2919], [4.4193, 0.9628, 4.1610], [3.7922, 1.4944, 2.8723], [3.6479, 3.0135, 2.8219], [3.0167, 3.5221, 1.5273], [1.6308, 3.7950, 1.7099], [0.7787, 2.8062, 1.1784], [-2.7719, -1.9465, 3.3682], [-3.5818, -2.6428, 2.4148], [-2.8706, -2.4301, 4.7474], [-4.2949, -2.3252, 5.2732], [-4.3381, -2.7151, 6.7568], [-5.2865, -4.6013, 7.0863], [-0.9294, -3.6647, -0.1915], [-1.8957, -4.7753, -0.4901], [0.0928, -3.8379, 0.4396], [-4.0326, -1.2924, -1.9149], [-3.8249, -2.4520, -0.5737], [-4.0665, -3.0131, -2.2251], [-1.7909, -3.0381, -2.5328], [-1.7705, -1.3122, -2.3138], [0.7521, -1.8241, -0.7174], [-0.4225, -0.5403, -1.0016], [0.6727, -1.7003, 1.5545], [0.3771, -0.0023, 1.1325], [-2.8771, 0.4663, 2.3785], [-0.7437, -3.3472, 3.8644], [0.0878, -0.6960, 4.4442], [0.4432, -2.1665, 5.3270], [2.3195, -2.6494, 3.7052], [1.9748, -1.1170, 2.8969], [2.8755, -1.4329, 5.7869], [2.2840, 0.0663, 5.1058], [4.3041, -0.9965, 3.2991], [4.9696, -0.9959, 4.9099], [5.4853, 1.2043, 4.1896], [3.9611, 1.4855, 5.0089], [2.7905, 1.0490, 2.7829], [4.3822, 1.1423, 2.0182], [4.6397, 3.4629, 2.9370], [3.0096, 3.3236, 3.6539], [3.1773, 2.8190, 0.7018], [3.4927, 4.4680, 1.2525], [1.0334, 2.5833, 0.1348], [0.8258, 1.8758, 1.7649], [-0.2401, 3.1924, 1.2289], [-3.6680, -3.6152, 2.7003], [-4.5031, -2.2195, 2.3912], [-2.2047, -1.8256, 5.3685], [-2.5377, -3.4761, 4.8398], [-4.9304, -3.0111, 4.7109], [-4.7012, -1.3220, 5.1204], [-4.8787, -1.9927, 7.3599], [-3.3424, -2.8504, 7.1747], [-2.0849, -4.8877, -1.5598], [-1.4775, -5.7035, -0.1079], [-2.8553, -4.5667, -0.0139], [-1.9901, 5.5500, 0.3083], [-1.0675, 6.1251, 1.1721], [-1.3851, 7.3003, 1.8391], [-2.6241, 7.8956, 1.6475], [-3.5464, 7.3182, 0.7855], [-3.2289, 6.1460, 0.1138], [-1.7411, 4.6381, -0.2217], [-0.0989, 5.6623, 1.3224], [-0.6653, 7.7528, 2.5087], [-2.8708, 8.8117, 2.1681], [-4.5113, 7.7844, 0.6344], [-3.9452, 5.7011, -0.5652], [-0.8253, -4.5121, -7.2360], [-0.0643, -4.2398, -6.1078], [-0.4239, -3.1956, -5.2666], [-1.5438, -2.4276, -5.5547], [-2.3046, -2.6979, -6.6837], [-1.9430, -3.7407, -7.5249], [-0.5457, -5.3264, -7.8919], [0.8081, -4.8404, -5.8851], [0.1742, -2.9787, -4.3893], [-1.8252, -1.6112, -4.9004], [-3.1773, -2.0983, -6.9073], [-2.5331, -3.9538, -8.4071], [4.7762, 9.3732, 3.0009], [5.2713, 8.0778, 2.9537], [4.3982, 7.0022, 2.8746], [3.0266, 7.2213, 2.8412], [2.5335, 8.5180, 2.8821], [3.4063, 9.5936, 2.9642], [5.4585, 10.2108, 3.0633], [6.3400, 7.9072, 2.9755], [4.7821, 5.9901, 2.8379], [2.3436, 6.3816, 2.7789], [1.4655, 8.6916, 2.8514], [3.0191, 10.6036, 2.9992], [3.2793, 3.9030, -2.1429], [4.5106, 3.4583, -2.6038], [4.5952, 2.7892, -3.8171], [3.4497, 2.5698, -4.5700], [2.2188, 3.0173, -4.1099], [2.1330, 3.6831, -2.8947], [3.2114, 4.4316, -1.2008], [5.4047, 3.6364, -2.0199], [5.5546, 2.4428, -4.1785], [3.5176, 2.0545, -5.5193], [1.3277, 2.8531, -4.7021], [1.1743, 4.0375, -2.5360], [-2.4205, -10.3459, -8.0397], [-1.5157, -9.7359, -7.1819], [-1.6083, -8.3738, -6.9318], [-2.6061, -7.6230, -7.5375], [-3.5119, -8.2333, -8.3943], [-3.4178, -9.5949, -8.6465], [-2.3477, -11.4076, -8.2366], [-0.7388, -10.3226, -6.7089], [-0.9014, -7.8951, -6.2649], [-2.6800, -6.5622, -7.3371], [-4.2903, -7.6480, -8.8667], [-4.1210, -10.0712, -9.3173]],
  "mulliken_charge": [-1.1434, -0.5015, 0.9662, -1.6454, 0.6248, 0.2048, -0.1851, -0.2685, 0.1695, -0.7035, -0.2271, -0.8816, -1.0507, -1.1008, 0.5447, -0.7925, -0.4322, -0.3100, -0.5680, 0.6829, -0.6416, -0.8667, -0.6411, -1.1924, 0.0716, 0.4673, -1.2933, -0.6285, 0.3617, 0.1328, 0.3399, 0.2904, 0.4036, 0.3307, 0.6744, 0.4781, -0.9783, 0.1889, 0.4015, 0.3198, 0.4695, 0.3101, 0.2298, 0.5583, 0.4240, 0.4838, 0.4832, 0.4600, 0.3963, -0.5949, 0.2819, 0.2905, 0.3189, 0.4330, 0.2748, 0.3121, -0.0399, 0.3163, 0.2615, 0.1998, 0.5593, 0.3400, 0.4042, 0.3365, 0.4625, 0.4438, 0.3198, 0.3898, 0.2223, -0.3196, 0.0567, -0.3815, -0.4780, -0.3828, -0.5603, 0.3838, 0.2967, 0.3125, 0.3827, 0.3682, 0.3610, -0.4781, -0.4767, -0.3835, -0.2691, -0.5666, -0.4550, 0.5711, 0.4047, 0.4632, 0.3935, 0.3907, 0.4148, -0.3225, -0.6185, -0.0298, -0.1536, -0.1795, -0.6054, 0.3677, 0.3709, 0.2631, 0.3198, 0.2074, 0.3790, -0.2623, -0.4178, -0.4136, -0.4116, -0.5383, -0.4875, 0.5039, 0.3823, 0.3754, 0.3813, 0.3934, 0.4949, -0.4220, -0.3765, -0.4466, -0.1101, -0.5210, -0.3339, 0.3610, 0.3631, 0.3689, 0.3937, 0.3637, 0.3635],
  "gap_ev": 7.7,
  "lumo_energy_ev": -2.9,
  "charge": 1,
  "largest_force_ha_per_bohr": 0.0240,
  "e_homo_ev": -10.58,
  "total_energy_ha": -3029.55985
}